No. 1
ORCA calculation (ωB97M-V with the def2-TZVPD basis set) on C6H10 in the gas phase in a non-equilibrium geometry.

## Properties
HOMO level = -8.641 eV
LUMO = 0.042 Eh
2S+1 = 1

Last column: Löwdin charge in e.
Positions of all 16 atoms, in Å:
1 C 2.041 -0.416 0.315  -0.061
2 C 0.628 0.090 -0.566  -0.253
3 C -0.035 1.368 -0.057  -0.088
4 C -1.281 1.202 0.411  -0.109
5 C -1.804 -0.198 0.190  -0.190
6 C -0.624 -0.895 -0.582  -0.139
7 H 1.720 -0.630 1.317  0.038
8 H 2.858 0.348 0.336  0.067
9 H 2.556 -1.317 -0.112  0.069
10 H 1.395 0.069 -1.284  0.070
11 H 0.508 2.307 -0.005  0.096
12 H -1.891 1.965 0.905  0.100
13 H -2.049 -0.701 1.139  0.103
14 H -2.741 -0.188 -0.391  0.102
15 H -1.006 -1.231 -1.563  0.105
16 H -0.275 -1.773 -0.052  0.088


No. 2
ORCA calculation (ωB97M-V with the def2-TZVPD basis set) on 9 unconnected molecules or ions with the total composition H18O9 in a non-equilibrium geometry.

## Properties
HOMO level = -9.522 eV
LUMO = -0.012 Eh
2S+1 = 1

Last column: Löwdin charge in e.
Positions of all 27 atoms, in Å:
1 O 1.885 -1.339 -2.054  -0.123
2 H 2.140 -2.206 -1.651  0.058
3 H 0.975 -1.272 -2.531  0.082
4 O -0.384 -0.380 0.189  -0.005
5 H 0.523 -0.365 0.384  -0.021
6 H -0.335 0.417 -0.332  0.070
7 O -1.978 0.594 -2.551  -0.118
8 H -2.789 0.264 -2.965  0.045
9 H -1.136 0.873 -3.166  0.143
10 O 2.144 -2.010 2.629  -0.079
11 H 2.324 -1.357 1.872  0.024
12 H 2.997 -1.892 3.022  0.024
13 O -1.685 -2.432 -1.414  0.055
14 H -1.460 -1.737 -1.009  -0.136
15 H -1.135 -2.973 -0.915  0.020
16 O -0.699 -1.187 2.476  -0.135
17 H 0.226 -1.523 2.638  0.000
18 H -0.627 -0.670 1.598  -0.030
19 O -2.214 2.731 -0.164  -0.022
20 H -2.282 3.658 -0.300  0.059
21 H -2.696 2.327 -0.919  0.086
22 O 2.262 -0.064 0.606  -0.144
23 H 3.262 0.325 0.677  0.169
24 H 1.851 0.665 1.212  0.121
25 O -0.383 3.280 1.219  -0.143
26 H -1.223 2.887 0.823  -0.051
27 H 0.424 3.399 0.635  0.050


No. 3
ORCA calculation (ωB97M-V with the def2-TZVPD basis set) on 2 unconnected molecules or ions with the total composition C7H14N2 in a non-equilibrium geometry.

## Properties
HOMO level = -8.647 eV
LUMO = 0.033 Eh
2S+1 = 1

Last column: Löwdin charge in e.
Positions of all 23 atoms, in Å:
1 C 0.807 2.828 0.078  -0.082
2 C -0.533 2.355 0.432  -0.386
3 C -1.773 2.653 -0.130  -0.053
4 N -2.697 2.009 0.718  0.019
5 C -1.973 1.174 1.567  -0.177
6 N -0.639 1.379 1.462  0.088
7 H 1.123 3.621 0.823  0.087
8 H 0.651 3.516 -0.924  0.121
9 H 1.627 2.155 -0.210  0.062
10 H -2.123 3.268 -0.938  0.102
11 H -3.663 1.791 0.573  0.127
12 H -2.544 0.714 2.334  0.098
13 C 1.959 -1.548 -0.655  -0.132
14 C 0.623 -2.260 -0.248  -0.352
15 C 0.457 -3.680 -0.642  -0.160
16 H 2.824 -2.240 -0.747  0.058
17 H 2.286 -0.895 0.218  0.073
18 H 1.962 -0.930 -1.582  0.065
19 H 0.540 -2.178 0.883  0.109
20 H -0.260 -1.687 -0.704  0.113
21 H -0.189 -4.126 0.133  0.076
22 H 0.042 -3.842 -1.638  0.064
23 H 1.494 -4.077 -0.802  0.078


Table of ΔE to the lowest compared entry with this formula, charge and spin (eV), in record order: 1.690; 5.536; 1.402